[1]
A molecular structure, C3H7N2O in a non-equilibrium geometry. Source: OMol25; level of theory: ωB97M-V/def2-TZVPD.

Cartesian coordinates (Å):
C -2.056045 -0.548043 -0.228075
C 0.323744 0.970572 -0.796325
C 0.207849 1.018006 0.676487
N 0.650856 -1.292840 0.033004
N -0.152618 -0.179962 -0.050490
O -2.732496 0.337941 0.043269
H -2.121778 -1.577047 -0.560771
H -0.402436 1.484218 -1.412043
H 1.304585 0.860619 -1.242181
H 1.107412 0.945595 1.274532
H -0.605822 1.563889 1.135576
H 0.606059 -1.885527 -0.788496
H 0.535264 -1.817121 0.893751

Force components x, y, z for each atom (eV/Å):
1.9 1.8 0.6
0.5 0.6 -0.4
0.3 0.6 0.4
1.0 -0.6 0.1
-3.3 -1.4 -0.4
0.0 -0.5 -0.2
0.1 -0.4 -0.1
-0.1 -0.1 0.1
0.0 -0.1 0.1
0.0 -0.1 -0.1
-0.2 -0.1 -0.1
-0.1 0.2 0.0
-0.2 0.2 -0.1

## Properties
- LUMO: -4.660 eV
- Charge: +1
- Frontier orbital gap: 9.850 eV
- HOMO energy: -0.533 Ha
- Strongest force on any atom: 0.0698 Eh/bohr
- Energy above the lowest of the compared OMol25 structures with the same formula, charge and spin: 93.0 kcal/mol


[2]
A molecular structure, C3H7N2O in a non-equilibrium geometry. Source: OMol25; level of theory: ωB97M-V/def2-TZVPD.

Cartesian coordinates (Å):
C 0.045401 0.669362 0.015027
C 1.255364 -0.340401 0.056425
C 0.174977 -1.351220 -0.185040
N -0.785168 -0.307662 0.055139
N 0.040447 1.950860 -0.168344
O -2.155785 -0.269178 0.040652
H 2.038977 -0.041583 -0.744048
H 1.777662 -0.197922 0.977802
H 0.084257 -1.724632 -1.324023
H 0.033298 -2.340579 0.411297
H 0.861025 2.499989 0.131685
H -0.817461 2.405616 0.143773
H -2.552993 -0.952654 0.589654

Force components x, y, z for each atom (eV/Å):
3.4 -1.2 0.1
0.8 3.4 -2.2
-0.8 -5.1 -2.1
-2.3 -0.4 0.9
-0.9 2.1 1.4
0.4 0.9 -1.1
-1.5 -1.1 0.9
0.0 -0.7 0.9
0.4 1.0 2.4
0.5 2.1 -0.5
-0.4 -0.7 -0.5
0.0 0.2 -0.6
0.5 -0.4 0.5

## Properties
- LUMO: -3.217 eV
- Charge: +1
- Frontier orbital gap: 11.750 eV
- HOMO energy: -0.550 Ha
- Strongest force on any atom: 0.1092 Eh/bohr
- Energy above the lowest of the compared OMol25 structures with the same formula, charge and spin: 79.7 kcal/mol


[3]
2 unconnected molecules or ions with the total composition C3H7N2O2 in a non-equilibrium geometry. Source: OMol25; level of theory: ωB97M-V/def2-TZVPD.

Cartesian coordinates (Å):
C -0.921158 1.092314 -0.899704
C -1.196747 -1.427699 0.316170
C -0.704371 -0.017197 0.189150
N 1.717684 -0.439498 -0.296662
N 2.485940 0.217039 0.412927
O 2.060690 0.948875 1.302274
O 3.751964 0.075332 0.274872
H -1.856302 1.001002 -1.360042
H -0.215701 1.129636 -1.696738
H -0.962937 2.087690 -0.351282
H -2.018593 -1.513172 -0.291845
H -1.579971 -1.536138 1.325254
H -0.368850 -2.071501 0.049094
H -0.191652 0.453311 1.026530

Force components x, y, z for each atom (eV/Å):
0.0 -0.3 2.8
1.4 2.1 0.8
1.1 2.3 -0.3
-1.1 -1.0 -1.5
1.9 -0.6 0.2
-0.8 1.7 1.7
-0.2 -0.1 -0.4
-1.8 -0.3 -0.8
1.0 -0.1 -0.4
0.4 -1.1 -0.8
-2.0 -0.8 -1.9
0.4 -0.5 0.3
0.0 -0.7 0.1
-0.2 -0.6 0.0

## Properties
- LUMO (alpha / beta): 3.993 / 4.025 eV
- Charge: -1
- Frontier orbital gap (alpha / beta): 7.878 / 7.303 eV
- HOMO energy (alpha / beta): -0.143 / -0.120 Ha
- Strongest force on any atom: 0.0552 Eh/bohr
- Energy above the lowest of the compared OMol25 structures with the same formula, charge and spin: 172.7 kcal/mol


[4]
A gas-phase ion, C3H7N2O2 (charge +1) in a non-equilibrium geometry. Source: OMol25; level of theory: ωB97M-V/def2-TZVPD.

Cartesian coordinates (Å):
C -0.657553 -1.163357 0.060919
C -1.172877 -0.001038 0.039327
C 1.255586 0.173124 0.396564
N 0.743026 -1.116020 0.281790
N -0.094422 0.983935 0.399271
O -2.358346 0.474070 -0.148355
O 2.091568 0.584486 -0.549689
H -1.073309 -2.170067 -0.247175
H 1.601042 0.413792 1.393193
H 1.288574 -1.657545 -0.313763
H -0.215496 1.708866 -0.318334
H -0.208305 1.686447 1.113151
H -2.984644 0.005441 -0.740278
H 1.785151 0.077867 -1.366623

Force components x, y, z for each atom (eV/Å):
1.9 -4.5 -1.2
-0.1 1.8 1.2
-1.2 1.3 1.9
-0.8 -0.8 0.9
-1.8 1.5 -2.2
-2.3 1.5 -0.3
-0.2 -1.0 -2.2
0.3 1.6 0.6
0.8 0.0 0.1
1.0 -1.5 -1.0
0.9 -0.3 -1.1
-0.4 -0.7 1.9
0.9 0.1 0.4
1.0 1.2 0.9

## Properties
- LUMO: -3.437 eV
- Charge: +1
- Frontier orbital gap: 9.880 eV
- HOMO energy: -0.489 Ha
- Strongest force on any atom: 0.0981 Eh/bohr
- Energy above the lowest of the compared OMol25 structures with the same formula, charge and spin: 43.9 kcal/mol
- SMILES: OC1=CN[C@@H](O)[NH2+]1


[5]
A gas-phase ion, C3H7N2O2 (charge +1) in a non-equilibrium geometry. Source: OMol25; level of theory: ωB97M-V/def2-TZVPD.

Cartesian coordinates (Å):
C 1.356516 -0.081163 -0.269294
C 0.464821 1.200981 -0.390853
C -0.948294 -0.212991 0.671398
N -1.891533 -0.484369 -0.430042
N 0.336220 -1.112048 0.278204
O -3.060103 -0.238753 -0.249809
O -0.402762 1.022116 0.624076
H 1.632133 -0.400327 -1.288109
H 2.273800 0.216428 0.306523
H 0.871509 2.190478 -0.164836
H 0.119944 1.285219 -1.392117
H -1.478761 -0.407471 1.755521
H -0.036222 -1.557241 -0.554640
H 0.762726 -1.420865 1.103979

Force components x, y, z for each atom (eV/Å):
0.2 1.6 -1.3
2.5 0.4 -0.7
-0.3 0.1 3.3
-1.8 -0.2 -1.5
-0.7 4.3 -1.1
2.5 -0.2 0.5
-3.4 0.1 2.0
0.1 -0.1 0.7
-1.1 -1.4 0.1
0.9 -0.5 -0.1
-1.2 -0.1 -0.8
1.7 0.2 -2.6
0.5 -1.8 0.4
0.2 -2.3 1.1

## Properties
- LUMO (alpha / beta): -5.574 / -5.574 eV
- Charge: +1
- Frontier orbital gap (alpha / beta): 8.784 / 8.783 eV
- HOMO energy (alpha / beta): -0.528 / -0.528 Ha
- Strongest force on any atom: 0.0873 Eh/bohr
- Energy above the lowest of the compared OMol25 structures with the same formula, charge and spin: 107.9 kcal/mol
- SMILES: O=N[C@H]1[NH2+]CCO1


[6]
A gas-phase ion, C3H7N2O2 (charge +1) in a non-equilibrium geometry. Source: OMol25; level of theory: ωB97M-V/def2-TZVPD.

Cartesian coordinates (Å):
C -2.393095 0.394294 0.363776
C -0.422667 -0.842839 -0.211396
C 1.800658 -0.010204 -0.303900
N 0.897193 -0.686984 0.376218
N -1.136081 0.397508 0.038026
O -0.375863 1.425095 -0.088888
O 2.773147 0.536365 0.285338
H -2.832889 1.404068 0.330762
H -2.927588 -0.496722 0.535518
H -0.206755 -1.080263 -1.363476
H -0.978731 -1.669409 0.275076
H 1.597800 0.287398 -1.310586
H 0.780487 -0.626239 1.368660
H 3.424390 0.967935 -0.295126

Force components x, y, z for each atom (eV/Å):
1.0 2.2 -0.8
0.9 -2.1 -2.2
-2.0 0.7 1.1
-0.3 -0.2 -1.0
-0.2 0.7 0.0
-0.7 -0.1 -0.3
1.4 -0.1 0.9
0.0 -0.8 0.4
-0.4 -0.9 0.0
-1.2 0.8 2.4
0.6 0.3 -0.5
-0.1 -0.7 -0.9
1.2 0.1 0.8
-0.2 0.0 0.0

## Properties
- LUMO: -4.468 eV
- Charge: +1
- Frontier orbital gap: 8.991 eV
- HOMO energy: -0.495 Ha
- Strongest force on any atom: 0.0610 Eh/bohr
- Energy above the lowest of the compared OMol25 structures with the same formula, charge and spin: 71.8 kcal/mol
- SMILES: C=[N+]([O-])C/[NH+]=C/O


[7]
A gas-phase ion, C3H7N2O2 (charge +1) in a non-equilibrium geometry. Source: OMol25; level of theory: ωB97M-V/def2-TZVPD.

Cartesian coordinates (Å):
C 1.626171 -0.184659 -0.117878
C 0.855992 -1.420876 0.134402
C -0.508003 0.405641 0.574654
N 0.782334 0.919632 0.104273
N -1.660200 0.662282 -0.515895
O 2.689557 -0.088496 -0.619039
O -0.389528 -0.940968 0.690214
H 0.771812 -2.136912 -0.602976
H 1.339598 -2.076864 0.993965
H -0.799191 0.981828 1.482332
H 0.900155 1.929964 0.180155
H -2.551922 0.907848 -0.238534
H -1.664887 -0.370228 -0.875843
H -1.391893 1.411810 -1.189826

Force components x, y, z for each atom (eV/Å):
0.3 1.5 -1.6
0.9 -0.5 5.0
1.8 2.0 0.6
-3.3 -1.1 0.8
3.2 -2.3 -1.7
1.5 -0.3 0.0
-0.9 -0.2 -0.1
-0.6 -0.9 -2.3
-0.7 1.6 -1.5
-0.4 -0.9 -0.5
1.0 -0.7 -0.2
-2.5 0.4 1.5
-0.4 2.5 -0.2
0.2 -1.1 0.1

## Properties
- LUMO: -3.890 eV
- Charge: +1
- Frontier orbital gap: 10.649 eV
- HOMO energy: -0.534 Ha
- Strongest force on any atom: 0.1001 Eh/bohr
- Energy above the lowest of the compared OMol25 structures with the same formula, charge and spin: 24.5 kcal/mol
- SMILES: [NH3+][C@@H]1NC(=O)CO1


[8]
2 unconnected molecules or ions with the total composition C3H7N2O2 in a non-equilibrium geometry. Source: OMol25; level of theory: ωB97M-V/def2-TZVPD.

Cartesian coordinates (Å):
C -1.411731 1.690095 2.053720
C -0.208257 -0.230919 -0.615003
C 0.945703 -0.041332 -1.254935
N -1.577174 2.828819 1.708893
N -0.137642 -1.188304 0.494191
O -1.033587 0.601025 2.223620
O 1.999893 -0.799611 -0.955587
H 1.027323 0.675138 -1.942817
H -1.015788 0.449446 -0.828676
H -2.344835 3.381852 1.757059
H -0.131880 -0.779519 1.543974
H 0.709959 -1.706302 0.487018
H -0.736768 -1.959697 0.390751
H 2.681386 -0.818526 -1.566258

Force components x, y, z for each atom (eV/Å):
0.3 1.4 -0.9
-6.3 -2.5 3.9
6.9 0.4 -2.6
2.3 -2.5 0.3
0.4 2.1 2.5
-0.1 -0.6 0.8
-2.0 -1.3 2.6
0.6 2.7 -2.6
-0.5 -0.4 0.8
-2.6 2.1 0.2
-0.8 -0.6 -2.4
1.9 -0.1 -0.6
-2.2 -0.8 0.1
2.1 0.3 -2.1

## Properties
- Expectation value of S²: 2.01
- LUMO (alpha / beta): -3.287 / -6.647 eV
- Charge: +1
- Frontier orbital gap (alpha / beta): 6.484 / 8.539 eV
- HOMO energy (alpha / beta): -0.359 / -0.558 Ha
- Multiplicity: 3
- Strongest force on any atom: 0.1525 Eh/bohr
- Energy above the lowest of the compared OMol25 structures with the same formula, charge and spin: 37.5 kcal/mol


[9]
2 unconnected molecules or ions with the total composition C3H7N2O2S in a non-equilibrium geometry. Source: OMol25; level of theory: ωB97M-V/def2-TZVPD.

Cartesian coordinates (Å):
C 0.577738 0.620328 -0.105825
C -1.589169 -0.180116 0.469169
C -0.713310 -1.374806 0.765504
N -0.597957 0.913280 0.128227
N 1.538565 2.191902 -1.082461
O 0.778393 -1.606716 -1.302419
O 2.028071 -1.251323 0.889730
S 0.917171 -1.115194 0.020050
H -2.284048 -0.325497 -0.269121
H -2.152454 0.073814 1.348243
H -0.640682 -1.589722 1.924718
H -1.025206 -2.140404 0.093238
H -0.972655 1.869243 0.015905
H 2.517375 2.080436 -0.798150
H 1.618167 1.834776 -2.096806

Force components x, y, z for each atom (eV/Å):
3.7 3.5 -3.4
2.5 0.6 2.4
0.6 -0.6 2.2
-3.2 1.2 0.3
-1.4 -3.1 0.2
0.6 -0.2 -0.6
0.0 -0.4 -0.2
-0.7 0.3 1.0
-1.3 -0.1 -2.4
0.0 0.5 0.5
-0.1 0.1 -2.6
-0.5 -1.4 0.4
0.5 -0.4 -0.1
-0.1 -0.2 0.6
-0.7 0.1 1.7

## Properties
- LUMO (alpha / beta): -5.973 / -5.973 eV
- Charge: +1
- Frontier orbital gap (alpha / beta): 9.660 / 9.660 eV
- HOMO energy (alpha / beta): -0.575 / -0.574 Ha
- Strongest force on any atom: 0.1183 Eh/bohr
- Energy above the lowest of the compared OMol25 structures with the same formula, charge and spin: 95.7 kcal/mol


[10]
A gas-phase ion, C3H7N2O2S (charge +1) in a non-equilibrium geometry. Source: OMol25; level of theory: ωB97M-V/def2-TZVPD.

Cartesian coordinates (Å):
C -0.192304 1.213989 0.295222
C 0.048886 -0.535498 0.812741
C -0.233858 1.472609 -1.145469
N 0.373393 -1.366253 -0.135223
N -0.156366 -0.797514 2.062308
O -1.292166 3.458715 1.064926
O -1.020412 1.622220 2.737858
S -1.127284 2.084563 1.378356
H -0.902195 0.831549 -1.722672
H 0.778086 1.384384 -1.553740
H -0.531975 2.511577 -1.290285
H 0.494798 -1.050215 -1.086183
H 0.538439 -2.348396 0.055100
H -0.439832 -0.030597 2.687540
H -0.037553 -1.727632 2.443434

Force components x, y, z for each atom (eV/Å):
-0.8 -3.9 2.2
-1.1 4.7 -1.0
0.3 0.4 -0.6
0.2 -0.4 -0.1
0.2 -0.3 0.4
-0.7 0.1 -0.2
-0.7 0.1 0.0
2.6 -0.4 -0.4
-0.1 0.0 0.1
0.0 0.0 0.0
0.0 0.0 -0.2
0.0 0.0 0.1
0.0 0.1 -0.1
0.1 -0.3 -0.2
0.0 0.0 0.0

## Properties
- LUMO (alpha / beta): -5.644 / -5.645 eV
- Charge: +1
- Frontier orbital gap (alpha / beta): 8.511 / 8.510 eV
- HOMO energy (alpha / beta): -0.520 / -0.520 Ha
- Strongest force on any atom: 0.0969 Eh/bohr
- Energy above the lowest of the compared OMol25 structures with the same formula, charge and spin: 36.0 kcal/mol
- SMILES: CC(C(N)=[NH2+])=S(=O)=O


[11]
A gas-phase ion, C3H7N2O3 (charge +1) in a non-equilibrium geometry. Source: OMol25; level of theory: ωB97M-V/def2-TZVPD.

Cartesian coordinates (Å):
C 0.971930 -0.217370 0.782804
C -0.631308 0.234018 -1.282120
C -0.517898 0.252060 0.205078
N 2.036608 0.434473 0.370806
N -1.644248 -0.163624 1.005790
O 0.942048 -1.232774 1.558488
O -0.575311 1.406335 -0.465875
O 0.419400 -0.151764 -2.080082
H -1.635729 -0.063779 -1.445405
H 1.913433 1.142714 -0.344446
H 2.912590 -0.132086 0.738340
H -2.368372 -0.408231 0.312085
H -2.071291 0.409615 1.729825
H -0.005557 -1.518322 1.910166
H 0.253704 0.008734 -2.995453

Force components x, y, z for each atom (eV/Å):
-4.2 2.1 -1.6
0.6 -0.9 1.6
1.9 -2.2 2.2
0.8 -4.1 2.7
0.3 -1.1 -1.3
-0.5 -0.7 1.1
0.8 2.3 -1.6
-0.4 0.4 1.9
-0.7 0.0 -1.6
0.5 0.0 0.0
-1.5 2.4 -1.6
0.2 -0.1 1.1
0.7 0.4 -0.3
1.9 1.2 -1.4
-0.4 0.3 -1.1

## Properties
- LUMO: -3.698 eV
- Charge: +1
- Frontier orbital gap: 11.318 eV
- HOMO energy: -0.552 Ha
- Strongest force on any atom: 0.0965 Eh/bohr
- Energy above the lowest of the compared OMol25 structures with the same formula, charge and spin: 22.1 kcal/mol
- SMILES: N[C@]1(C(=[NH2+])O)O[C@H]1O


[12]
A single C3H7N2OPS molecule in a non-equilibrium geometry. Source: OMol25; level of theory: ωB97M-V/def2-TZVPD.

Cartesian coordinates (Å):
C -1.280906 -1.440670 0.370352
C -2.126817 -0.519147 -0.134683
C -2.938642 0.384240 -0.614778
N 2.159548 0.179128 1.480800
N 0.623439 1.427771 -0.591825
O 2.585212 -0.036510 -0.971317
P 1.320262 0.176873 -0.015875
S 0.374859 -1.745439 0.014966
H -1.666495 -2.127912 1.077441
H -2.944780 1.387056 -0.244727
H -3.592647 0.261691 -1.536149
H 2.578436 -0.757901 1.566044
H 2.841987 0.868604 1.725842
H -0.374303 1.570531 -0.282005
H 2.440842 0.371687 -1.844082

Force components x, y, z for each atom (eV/Å):
-2.5 2.4 -0.9
1.3 -1.3 0.3
-0.4 -0.5 -1.4
-1.3 -1.8 -0.6
-2.2 0.0 1.1
0.3 -0.4 -0.8
1.5 0.8 0.5
1.4 0.2 -0.6
-0.4 -0.5 0.8
-0.1 0.4 0.6
1.0 -0.3 1.3
-0.2 0.6 0.3
0.1 0.6 -0.4
1.6 -0.1 -0.5
-0.1 -0.2 0.4

## Properties
- LUMO: 0.610 eV
- Frontier orbital gap: 9.585 eV
- HOMO energy: -0.330 Ha
- Strongest force on any atom: 0.0691 Eh/bohr
- Energy above the lowest of the compared OMol25 structures with the same formula, charge and spin: 15.2 kcal/mol
- SMILES: C=C=CS[P@@](=N)(N)O